The following is a quantum chemistry calculation of 9 unconnected molecules or ions with the total composition C37H69BBr16O6P, from the OMol25 dataset.

Results
Kohn-Sham gap = 5.6 eV
Charge = -1
DFT total energy = -1182424.036 eV
F_max = 0.026 Eh/bohr

Positions of all 130 atoms, in Å:
C: 5.797 1.065 0.914
C: 4.431 1.415 1.501
O: 3.450 0.440 1.272
C: 3.049 0.313 -0.119
C: 1.538 0.389 -0.179
C: 0.891 -0.196 -1.462
C: -0.178 -1.180 -0.999
O: 1.832 -0.948 -2.180
B: 1.303 -1.101 -3.595
O: 0.331 0.037 -3.694
C: 0.396 0.844 -2.531
C: -0.978 1.520 -2.382
C: -2.222 0.629 -2.589
P: -3.498 1.053 -1.412
O: -3.644 2.501 -1.127
O: -4.856 0.454 -2.004
C: -6.046 1.255 -1.960
C: -7.221 0.372 -2.374
O: -3.107 0.198 -0.138
C: -3.158 0.763 1.180
C: -1.853 1.497 1.506
C: 1.528 1.909 -2.819
C: 1.134 3.374 -2.815
C: 0.632 3.873 -4.019
C: 0.191 5.171 -4.160
C: 0.245 6.033 -3.074
C: 0.770 5.574 -1.887
C: 1.220 4.265 -1.735
C: 1.784 3.884 -0.393
H: 6.592 1.582 1.454
H: 5.957 -0.011 0.915
H: 5.872 1.409 -0.120
H: 4.103 2.395 1.128
H: 4.521 1.518 2.585
H: 3.383 -0.654 -0.481
H: 3.538 1.116 -0.673
H: 1.188 -0.197 0.675
H: 1.173 1.401 -0.014
H: -0.978 -0.704 -0.435
H: -0.633 -1.704 -1.834
H: 0.298 -1.906 -0.338
H: 0.712 -2.188 -3.711
H: 2.263 -0.975 -4.348
H: -1.009 2.010 -1.402
H: -1.067 2.340 -3.088
H: -1.987 -0.427 -2.606
H: -2.666 0.856 -3.561
H: -6.206 1.629 -0.949
H: -5.940 2.096 -2.642
H: -6.879 -0.425 -3.028
H: -7.955 0.986 -2.896
H: -7.718 -0.040 -1.497
H: -3.247 -0.099 1.842
H: -4.035 1.380 1.346
H: -1.234 1.477 0.613
H: -2.024 2.524 1.818
H: -1.290 0.960 2.268
H: 2.376 1.758 -2.156
H: 1.881 1.696 -3.825
H: 0.577 3.198 -4.864
H: -0.200 5.515 -5.109
H: -0.116 7.048 -3.167
H: 0.827 6.236 -1.030
H: 2.458 3.037 -0.458
H: 2.301 4.728 0.062
H: 0.974 3.602 0.287
Br: -1.157 -0.811 5.217
C: 0.236 0.213 6.108
C: -0.010 1.694 6.001
Br: 0.432 2.305 4.217
H: 1.175 -0.080 5.655
H: 0.216 -0.109 7.147
H: 0.641 2.248 6.675
H: -1.046 1.956 6.196
Br: 0.767 -4.222 -6.521
C: 1.742 -3.283 -7.907
C: 3.234 -3.349 -7.704
Br: 3.837 -2.139 -6.310
H: 1.372 -2.262 -7.917
H: 1.471 -3.786 -8.835
H: 3.749 -3.033 -8.610
H: 3.562 -4.347 -7.430
Br: 2.111 4.954 6.672
C: 0.669 6.151 7.184
C: -0.617 5.806 6.478
Br: -0.599 6.361 4.620
H: 1.002 7.158 6.957
H: 0.558 6.037 8.260
H: -1.450 6.333 6.937
H: -0.812 4.738 6.483
Br: -1.726 -4.560 -10.592
C: -1.288 -3.024 -11.697
C: -0.349 -2.076 -10.998
Br: -1.238 -1.038 -9.622
H: -2.229 -2.552 -11.961
H: -0.817 -3.426 -12.591
H: 0.050 -1.352 -11.705
H: 0.467 -2.598 -10.512
Br: -7.965 -3.299 2.465
C: -6.629 -2.212 3.367
C: -6.897 -0.739 3.201
Br: -6.418 -0.119 1.426
H: -5.665 -2.501 2.961
H: -6.685 -2.491 4.417
H: -6.277 -0.167 3.888
H: -7.941 -0.490 3.356
Br: -2.523 -5.621 -3.567
C: -1.274 -4.560 -2.512
C: -1.790 -4.313 -1.118
Br: -3.177 -2.957 -1.088
H: -1.101 -3.638 -3.060
H: -0.355 -5.140 -2.480
H: -0.987 -3.918 -0.498
H: -2.205 -5.204 -0.659
Br: 2.430 -2.333 7.056
C: 3.357 -3.500 5.798
C: 2.889 -3.278 4.383
Br: 1.142 -4.066 4.077
H: 3.188 -4.515 6.140
H: 4.412 -3.253 5.897
H: 3.563 -3.769 3.687
H: 2.809 -2.226 4.127
Br: 4.596 -5.770 8.853
C: 4.348 -4.223 10.005
C: 5.650 -3.537 10.318
Br: 6.705 -4.524 11.621
H: 3.843 -4.578 10.897
H: 3.694 -3.552 9.452
H: 5.463 -2.565 10.768
H: 6.274 -3.419 9.438

The following is a quantum chemistry calculation of 8 unconnected molecules or ions with the total composition C37H70BrClN2O17S8, from the OMol25 dataset.

Results
Kohn-Sham gap = 8.8 eV
DFT total energy = -246536.329 eV
F_max = 0.024 Eh/bohr

Positions of all 136 atoms, in Å:
H: -2.370 5.166 -3.315
N: -1.941 4.691 -4.111
C: -2.465 3.557 -4.279
C: -3.584 2.940 -3.472
C: -3.124 2.208 -2.211
Cl: -2.286 3.337 -1.131
O: -4.278 1.846 -1.425
S: -5.275 0.716 -1.917
O: -5.996 0.347 -0.744
O: -6.036 1.143 -3.050
C: -4.204 -0.601 -2.399
C: -2.760 -0.323 -2.038
Br: -2.478 -0.347 -0.103
C: -2.183 1.001 -2.572
N: -0.874 1.180 -2.015
C: 0.165 1.116 -2.741
C: 1.430 1.731 -2.203
C: 0.271 0.412 -4.068
H: -2.091 2.957 -5.112
H: -4.362 3.659 -3.216
H: -4.055 2.184 -4.108
H: -4.550 -1.468 -1.838
H: -4.312 -0.798 -3.467
H: -2.118 -1.110 -2.425
H: -2.165 0.951 -3.669
H: 2.121 1.963 -3.012
H: 1.164 2.606 -1.615
H: 1.931 1.023 -1.533
H: -0.262 -0.537 -4.087
H: -0.031 1.034 -4.914
H: 1.322 0.190 -4.233
O: -2.254 -1.069 -5.367
S: -3.396 -1.668 -6.016
O: -4.649 -1.742 -5.305
C: -3.634 -0.893 -7.610
C: -2.792 -1.734 -8.564
C: -3.048 -3.197 -8.174
C: -2.937 -3.289 -6.647
H: -3.327 0.148 -7.545
H: -4.696 -0.957 -7.846
H: -3.056 -1.538 -9.601
H: -1.734 -1.495 -8.434
H: -4.052 -3.488 -8.489
H: -2.344 -3.873 -8.655
H: -3.609 -4.026 -6.215
H: -1.917 -3.483 -6.321
O: 3.776 0.411 -0.752
S: 4.043 -0.831 -0.060
O: 3.800 -2.086 -0.724
C: 5.711 -0.784 0.589
C: 5.557 -0.159 1.971
C: 4.317 -0.817 2.591
C: 3.209 -0.794 1.532
H: 6.338 -0.211 -0.090
H: 6.064 -1.813 0.652
H: 6.448 -0.321 2.577
H: 5.403 0.919 1.878
H: 4.548 -1.849 2.861
H: 3.994 -0.305 3.497
H: 2.554 -1.658 1.590
H: 2.620 0.121 1.571
O: 0.411 4.269 3.837
S: -0.696 3.444 4.258
O: -0.450 2.232 5.000
C: -1.876 4.466 5.138
C: -2.811 4.983 4.049
C: -3.093 3.784 3.134
C: -1.750 3.107 2.841
H: -1.338 5.247 5.670
H: -2.401 3.822 5.843
H: -3.726 5.394 4.474
H: -2.317 5.776 3.482
H: -3.756 3.080 3.645
H: -3.583 4.085 2.208
H: -1.844 2.028 2.727
H: -1.259 3.527 1.965
O: 6.402 -3.724 3.640
S: 5.457 -3.649 4.725
O: 4.071 -3.337 4.476
C: 5.540 -5.153 5.694
C: 6.607 -4.865 6.744
C: 6.337 -3.437 7.237
C: 6.115 -2.559 5.999
H: 5.780 -5.984 5.034
H: 4.560 -5.302 6.146
H: 6.568 -5.588 7.557
H: 7.599 -4.922 6.291
H: 5.440 -3.429 7.859
H: 7.158 -3.055 7.841
H: 5.397 -1.761 6.171
H: 7.047 -2.145 5.619
O: -4.580 2.449 5.331
S: -5.846 1.851 4.971
O: -6.996 2.032 5.823
C: -6.242 2.329 3.295
C: -5.605 1.247 2.430
C: -5.912 -0.082 3.131
C: -5.600 0.104 4.622
H: -5.853 3.329 3.112
H: -7.328 2.329 3.201
H: -5.987 1.267 1.414
H: -4.522 1.394 2.386
H: -6.968 -0.326 2.998
H: -5.329 -0.902 2.715
H: -6.259 -0.468 5.270
H: -4.562 -0.133 4.846
O: 3.895 -0.965 -6.260
S: 3.994 0.420 -5.876
O: 2.821 1.256 -5.791
C: 4.906 0.531 -4.339
C: 6.361 0.652 -4.779
C: 6.368 1.637 -5.957
C: 5.235 1.224 -6.906
H: 4.695 -0.351 -3.738
H: 4.567 1.426 -3.819
H: 6.994 0.994 -3.961
H: 6.733 -0.321 -5.107
H: 6.189 2.648 -5.587
H: 7.325 1.642 -6.475
H: 4.772 2.072 -7.402
H: 5.564 0.495 -7.644
O: -1.766 -0.174 2.780
S: -1.807 -1.304 3.673
O: -3.027 -1.652 4.360
C: -1.164 -2.733 2.811
C: 0.336 -2.681 3.079
C: 0.491 -2.318 4.563
C: -0.455 -1.146 4.848
H: -1.430 -2.659 1.758
H: -1.624 -3.615 3.255
H: 0.814 -3.630 2.840
H: 0.792 -1.910 2.457
H: 0.213 -3.176 5.178
H: 1.518 -2.054 4.809
H: -0.870 -1.166 5.852
H: 0.019 -0.183 4.665